{
  "formula": "C5H8N",
  "method": "ωB97M-V/def2-TZVPD",
  "lumo_energy_ev": -5.690,
  "de_lowest_kcal_mol": 101.08,
  "charge": 1,
  "e_tot_ha": -249.6641,
  "elements": ["C", "C", "C", "C", "C", "N", "H", "H", "H", "H", "H", "H", "H", "H"],
  "coordinates": [[-3.394, 0.763, -0.392], [0.295, -0.524, -0.009], [0.970, 0.521, 0.187], [0.505, -2.004, -0.050], [1.730, 1.707, 0.221], [-2.549, 0.063, -0.086], [-4.205, 1.307, -0.680], [-0.768, -0.444, 0.254], [0.603, -2.289, 0.960], [1.415, -2.260, -0.584], [-0.362, -2.665, -0.563], [2.110, 2.054, -0.820], [2.626, 1.406, 0.765], [1.025, 2.363, 0.799]],
  "forces_ev_per_angstrom": [[1.3, -1.3, 0.5], [0.1, 0.0, 0.8], [-0.3, -1.4, -1.3], [-0.9, -2.0, -2.6], [0.3, 0.3, -1.4], [0.2, 0.0, 0.2], [-1.8, 1.4, -0.6], [-0.8, 1.1, -0.2], [0.0, -0.6, 1.2], [0.1, 0.0, 0.0], [1.8, 2.1, 1.3], [-1.2, -0.2, 1.7], [0.1, 0.6, 0.7], [1.1, 0.3, -0.3]]
}

***

{
  "formula": "C33H64O27S6",
  "method": "ωB97M-V/def2-TZVPD",
  "lumo_energy_ev": -0.168,
  "e_tot_ha": -5716.2469,
  "elements": ["C", "S", "O", "C", "H", "H", "H", "H", "H", "H", "C", "S", "O", "C", "H", "H", "H", "H", "H", "H", "C", "S", "O", "C", "H", "H", "H", "H", "H", "H", "C", "S", "O", "C", "H", "H", "H", "H", "H", "H", "C", "S", "O", "C", "H", "H", "H", "H", "H", "H", "C", "S", "O", "C", "H", "H", "H", "H", "H", "H", "C", "C", "O", "C", "O", "O", "H", "H", "H", "H", "C", "C", "O", "C", "O", "O", "H", "H", "H", "H", "C", "C", "O", "C", "O", "O", "H", "H", "H", "H", "C", "C", "O", "C", "O", "O", "H", "H", "H", "H", "C", "C", "O", "C", "O", "O", "H", "H", "H", "H", "C", "C", "O", "C", "O", "O", "H", "H", "H", "H", "C", "C", "O", "C", "O", "O", "H", "H", "H", "H"],
  "coordinates": [[5.829, -1.022, 0.974], [4.382, -0.644, -0.124], [3.519, -1.825, -0.114], [3.574, 0.392, 1.144], [6.431, -1.725, 0.404], [5.456, -1.514, 1.873], [6.296, -0.106, 1.311], [2.595, 0.615, 0.734], [4.140, 1.250, 1.504], [3.365, -0.298, 1.966], [-1.440, 5.296, -2.939], [-2.050, 4.332, -1.466], [-0.971, 3.409, -1.081], [-1.911, 5.715, -0.255], [-2.159, 6.041, -3.227], [-1.239, 4.506, -3.678], [-0.532, 5.894, -2.829], [-0.867, 6.014, -0.206], [-2.215, 5.216, 0.673], [-2.617, 6.501, -0.477], [0.251, -5.442, -3.400], [0.792, -6.797, -2.346], [-0.371, -7.516, -1.866], [1.442, -7.841, -3.788], [-0.451, -5.836, -4.134], [1.051, -4.839, -3.840], [-0.296, -4.737, -2.787], [1.667, -8.792, -3.324], [2.283, -7.449, -4.355], [0.593, -8.059, -4.444], [0.148, -0.894, -1.106], [-1.195, -0.482, 0.028], [-1.390, -1.664, 0.941], [-0.214, 0.827, 0.966], [0.981, -1.426, -0.648], [0.475, 0.036, -1.598], [-0.299, -1.538, -1.880], [-0.854, 1.080, 1.798], [-0.024, 1.676, 0.313], [0.728, 0.398, 1.302], [2.035, -3.278, 2.189], [3.606, -4.188, 1.926], [4.303, -4.076, 3.188], [2.919, -5.974, 1.707], [1.468, -2.920, 1.321], [2.332, -2.338, 2.649], [1.394, -3.800, 2.906], [2.344, -6.070, 0.780], [2.262, -6.215, 2.542], [3.742, -6.685, 1.685], [-4.240, 1.661, -0.371], [-5.313, 0.611, -1.425], [-4.462, -0.524, -1.859], [-6.352, 0.016, -0.004], [-3.831, 1.047, 0.432], [-4.758, 2.521, 0.036], [-3.350, 2.060, -0.853], [-5.737, -0.394, 0.792], [-7.012, -0.798, -0.303], [-6.978, 0.821, 0.362], [2.207, 4.065, -2.471], [2.118, 2.801, -1.494], [3.466, 2.305, -1.573], [4.190, 2.766, -2.579], [5.258, 2.424, -2.971], [3.480, 3.781, -3.166], [2.222, 4.919, -1.838], [1.274, 4.101, -3.026], [1.414, 2.081, -1.887], [1.855, 3.119, -0.500], [-1.591, -2.472, 3.978], [-0.841, -1.132, 4.160], [0.394, -1.524, 4.782], [0.157, -2.699, 5.368], [0.906, -3.198, 6.132], [-1.015, -3.281, 5.057], [-1.371, -2.992, 3.040], [-2.661, -2.384, 4.135], [-1.452, -0.529, 4.798], [-0.689, -0.622, 3.220], [1.524, 3.997, -6.129], [2.567, 2.912, -6.417], [2.074, 1.915, -5.453], [0.855, 2.167, -4.945], [0.235, 1.491, -4.186], [0.410, 3.334, -5.455], [1.184, 4.519, -7.005], [2.024, 4.684, -5.447], [3.531, 3.226, -6.073], [2.576, 2.533, -7.436], [3.786, 3.170, 5.842], [2.955, 2.267, 6.826], [1.911, 1.690, 5.919], [2.282, 1.904, 4.616], [1.711, 1.396, 3.705], [3.366, 2.678, 4.554], [4.850, 3.094, 5.940], [3.481, 4.208, 5.912], [2.424, 2.726, 7.649], [3.526, 1.411, 7.140], [-3.334, -3.397, -1.277], [-4.345, -2.888, -0.227], [-4.235, -3.895, 0.793], [-3.021, -4.426, 0.741], [-2.454, -4.972, 1.623], [-2.412, -4.224, -0.455], [-2.769, -2.602, -1.760], [-3.760, -4.089, -2.018], [-5.359, -2.839, -0.612], [-4.082, -1.905, 0.148], [-2.422, -0.165, -5.447], [-2.611, -0.778, -4.029], [-1.746, -1.977, -4.097], [-0.855, -1.943, -5.136], [0.054, -2.714, -5.344], [-1.175, -0.815, -5.856], [-2.251, 0.903, -5.460], [-3.186, -0.476, -6.170], [-3.590, -1.108, -3.750], [-2.252, -0.088, -3.271], [-2.185, 4.588, 5.651], [-1.657, 3.101, 5.827], [-1.533, 2.665, 4.448], [-2.242, 3.494, 3.656], [-2.400, 3.322, 2.498], [-2.704, 4.569, 4.314], [-1.338, 5.248, 5.748], [-2.956, 4.817, 6.375], [-2.367, 2.480, 6.350], [-0.685, 3.041, 6.297]],
  "forces_ev_per_angstrom": [[-1.1, -0.4, -0.3], [1.1, 1.4, 1.5], [-0.8, -1.3, -0.4], [-0.1, -0.6, -0.1], [0.4, 0.3, 0.1], [-0.2, -0.2, -0.1], [0.5, 0.2, -0.5], [0.1, 0.6, -0.1], [-0.1, 0.1, -0.3], [0.2, 0.0, 0.1], [0.3, -0.8, 0.3], [0.4, 2.4, -0.5], [0.7, -0.8, 0.1], [-0.4, -1.4, 0.1], [-0.8, -0.1, -0.4], [-0.3, 0.5, -0.1], [0.2, -0.5, 0.7], [-0.1, 0.1, -0.1], [0.2, 0.3, 0.0], [0.0, 0.3, -0.2], [-0.4, 0.4, 0.0], [2.4, 0.4, -1.9], [-1.6, -0.8, 0.5], [-1.0, 0.1, 0.7], [0.2, 0.0, -0.2], [0.1, -0.6, -0.1], [-0.2, 0.0, 0.4], [0.4, -0.2, 0.2], [0.0, 0.2, 0.3], [0.0, 0.4, 0.1], [-0.5, -0.1, -0.8], [1.3, 0.5, 0.6], [0.0, 0.6, -0.2], [-0.5, -1.2, -0.7], [0.0, 0.2, 0.3], [-0.1, -0.3, 0.2], [0.2, 0.1, 0.2], [0.0, 0.4, 0.2], [-0.3, 0.0, 0.0], [-0.2, -0.2, 0.2], [-0.3, 0.2, 0.2], [-1.8, -0.9, -2.9], [1.1, -0.1, 2.2], [-0.2, 1.1, 0.4], [0.3, -0.8, -0.2], [0.4, -0.1, 0.3], [0.1, -0.1, -0.2], [0.2, 0.4, 0.0], [0.0, 0.1, 0.1], [0.2, 0.3, 0.0], [0.3, -0.2, 0.3], [-0.1, 0.5, 1.3], [-0.1, -0.2, 0.0], [0.2, -0.2, -0.4], [-0.3, -0.1, 0.1], [-0.5, 0.0, 0.1], [-0.2, -0.3, -0.7], [0.3, 0.3, 0.0], [0.1, 0.1, -0.5], [0.1, 0.3, 0.0], [0.7, -2.9, 1.4], [0.7, 1.6, -1.9], [-0.1, -1.3, 1.5], [-1.2, 1.0, -0.6], [-0.2, -0.1, 0.4], [-1.6, 1.3, -0.4], [0.7, 1.1, 0.1], [0.5, -0.1, -1.0], [0.0, -0.3, 0.0], [0.2, -0.2, 0.4], [0.8, -0.3, 0.0], [-0.6, -1.2, -0.8], [-1.1, 0.6, -0.7], [0.0, -1.0, 0.8], [1.1, -0.5, 0.9], [-0.4, 1.3, -1.0], [-0.1, 0.3, 0.1], [-0.1, -0.1, 0.0], [0.0, 0.7, 0.8], [0.4, 0.0, -0.1], [0.4, 0.0, 0.3], [-2.0, -0.4, 1.4], [0.8, -0.9, -0.1], [0.6, 0.4, -1.0], [0.2, -0.1, 0.1], [0.5, 0.9, -0.5], [-0.4, 0.1, -0.2], [-0.5, 0.2, 0.2], [0.6, 0.0, 0.0], [-0.1, -0.3, 0.1], [-2.0, -0.5, 0.5], [-0.5, -0.7, -2.1], [1.1, 1.2, 0.4], [-0.6, -1.1, 1.3], [0.2, 0.5, -0.2], [0.8, 0.5, -0.3], [0.5, -0.3, 0.0], [0.0, 0.2, 0.0], [0.2, 0.3, 0.0], [0.3, -0.2, 0.4], [0.5, -0.8, 0.7], [0.4, -0.6, -0.8], [-1.0, 0.8, 0.1], [1.9, 0.1, -0.7], [-0.2, -0.7, 0.9], [-1.5, 1.1, -0.7], [0.0, -0.1, 0.1], [-0.1, 0.4, 0.2], [-0.1, -0.3, 0.1], [0.3, -0.1, 0.3], [0.8, -1.8, 0.5], [1.3, -0.3, -1.3], [0.1, 0.0, 0.2], [-0.6, 1.1, 0.4], [-1.8, 1.4, 0.3], [0.5, -0.3, -0.7], [0.0, 0.1, 0.1], [0.1, 0.2, 0.2], [-0.4, -0.1, -0.2], [0.3, -0.2, 0.2], [0.6, -2.1, 0.2], [-0.4, 1.2, -0.9], [-0.4, 0.3, 0.8], [0.6, -0.2, 0.3], [-0.3, -0.2, -1.0], [0.0, 0.4, 0.8], [0.0, 0.6, -0.2], [-0.2, 0.2, -0.1], [-0.2, -0.3, 0.0], [0.1, 0.0, 0.0]]
}

***

> What is the formula in the first record?

C5H8N

***

Repeat the first record exactly.
{
  "formula": "C5H8N",
  "method": "ωB97M-V/def2-TZVPD",
  "lumo_energy_ev": -5.690,
  "de_lowest_kcal_mol": 101.08,
  "charge": 1,
  "e_tot_ha": -249.6641,
  "elements": ["C", "C", "C", "C", "C", "N", "H", "H", "H", "H", "H", "H", "H", "H"],
  "coordinates": [[-3.394, 0.763, -0.392], [0.295, -0.524, -0.009], [0.970, 0.521, 0.187], [0.505, -2.004, -0.050], [1.730, 1.707, 0.221], [-2.549, 0.063, -0.086], [-4.205, 1.307, -0.680], [-0.768, -0.444, 0.254], [0.603, -2.289, 0.960], [1.415, -2.260, -0.584], [-0.362, -2.665, -0.563], [2.110, 2.054, -0.820], [2.626, 1.406, 0.765], [1.025, 2.363, 0.799]],
  "forces_ev_per_angstrom": [[1.3, -1.3, 0.5], [0.1, 0.0, 0.8], [-0.3, -1.4, -1.3], [-0.9, -2.0, -2.6], [0.3, 0.3, -1.4], [0.2, 0.0, 0.2], [-1.8, 1.4, -0.6], [-0.8, 1.1, -0.2], [0.0, -0.6, 1.2], [0.1, 0.0, 0.0], [1.8, 2.1, 1.3], [-1.2, -0.2, 1.7], [0.1, 0.6, 0.7], [1.1, 0.3, -0.3]]
}